{
  "formula": "C40H46GeN7O3P2SV",
  "method": "the ωB97M-V functional and the def2-TZVPD basis",
  "elements": ["C", "H", "H", "H", "H", "C", "H", "O", "H", "C", "N", "C", "N", "C", "C", "H", "H", "C", "C", "H", "C", "C", "C", "C", "C", "N", "C", "C", "C", "N", "H", "H", "H", "H", "P", "C", "Ge", "H", "H", "N", "C", "H", "H", "V", "H", "C", "H", "N", "H", "H", "H", "H", "C", "C", "S", "C", "H", "N", "H", "C", "C", "C", "H", "H", "C", "H", "C", "O", "H", "C", "H", "H", "H", "C", "H", "H", "C", "C", "C", "C", "O", "C", "H", "C", "C", "H", "P", "H", "H", "C", "H", "H", "H", "H", "C", "H", "C", "H", "H", "H", "C"],
  "positions_angstrom": [[-1.8480, 0.5152, -1.4198], [-1.6236, 4.6802, -3.6781], [3.0057, 6.8456, -0.2213], [2.6836, 6.0577, 2.1194], [1.5710, -7.2551, 3.4199], [-2.0269, -2.1775, 3.2598], [-0.5566, 5.8543, -2.8804], [-2.1250, -2.7050, -0.6287], [-1.3581, 1.9879, -4.5935], [-4.0568, 0.5631, -3.7003], [0.1195, -1.7962, -1.1455], [2.2192, 0.0415, 2.4473], [5.2036, -1.3356, 3.5603], [-2.8424, -0.1289, 1.7029], [-3.6757, -0.5602, 2.7182], [0.4770, 2.2963, 3.1185], [-2.4187, 3.2656, -0.4279], [3.3706, 0.3994, 3.1384], [-0.5302, 2.4526, 2.7357], [-2.7252, -2.5736, -3.2700], [1.6254, 5.4138, -1.0239], [2.3207, 6.0368, -0.0005], [0.5781, 3.9150, 0.5472], [3.8781, 1.3633, -0.9255], [4.3200, 0.4327, -1.8165], [-3.8345, -3.2015, 5.2771], [1.3065, -1.7991, -1.8709], [3.8889, -1.6410, -3.0810], [0.8125, -5.4525, 2.5348], [1.2637, -0.2681, 1.8658], [-1.9502, 5.1751, -2.0169], [2.1813, 2.0290, 0.2020], [-2.0898, 4.3448, 0.9575], [0.5731, -6.2930, 4.5013], [-0.5300, 2.4727, 0.8995], [4.3796, -0.5492, 3.3671], [-2.2180, -0.0359, -3.2426], [4.8828, -1.5942, -3.5057], [1.1642, 4.2451, 2.5967], [1.7008, 0.3541, -0.8588], [1.2605, 4.5662, 1.5726], [-0.9458, 3.3650, 3.1675], [-4.3045, 0.3836, -4.7469], [-0.2731, -0.0406, -0.0131], [4.5065, 2.1621, -0.5581], [2.1354, 5.6074, 1.3038], [-2.0168, -4.9508, 0.7165], [-1.6449, -0.6562, 1.4530], [-1.1361, -2.2752, -3.9480], [-1.8545, 1.6011, -1.5991], [-2.8060, 0.3045, -0.9177], [-1.0029, 0.4915, -5.4676], [3.0340, -2.6708, -3.3518], [2.5473, 1.2841, -0.4853], [-0.8031, -3.0976, -1.0494], [-1.1582, 4.9567, -2.7317], [1.1537, -3.6179, -2.9744], [3.5691, 2.8057, 3.9834], [2.0371, 3.0763, -3.0683], [-1.2568, -1.6655, 2.2335], [-2.1501, -1.8920, -3.8885], [1.6484, -4.5913, 1.8336], [-4.1668, 1.6292, -3.4949], [0.7625, 2.8630, -4.2673], [-0.9828, -4.8741, 1.0220], [-4.7790, 0.0267, -3.0835], [0.7641, 4.3523, -0.7719], [-5.2302, -1.4835, 4.8583], [-1.6156, -3.0042, 3.8217], [3.4615, -0.6206, -2.2063], [1.7682, 5.7523, -2.0432], [-0.0123, 0.9614, -4.0840], [3.3361, -3.4610, -4.0271], [-4.1989, -2.0780, 4.6070], [-1.1767, -6.2462, 2.6497], [1.8403, -3.1916, 0.2226], [-0.5080, -5.5847, 2.1108], [1.3218, -6.2335, 3.7112], [-2.1468, 3.3066, 0.6245], [2.1584, -0.6592, -1.6606], [-0.6981, -3.9839, -2.1841], [-0.1354, -4.0177, 0.3349], [-3.1472, 0.6686, 1.0381], [-1.0256, 0.9543, -4.4814], [1.7682, -2.7640, -2.7533], [-2.5786, -1.8747, -4.8945], [-0.1623, 3.5253, -2.1318], [-2.9567, -3.6595, 5.1276], [-1.1344, 1.6019, 3.0526], [-3.2699, -1.6164, 3.5218], [5.3293, 0.4603, -2.2071], [-4.6363, -0.0953, 2.8812], [-4.4077, -3.4809, 6.0536], [1.3252, 4.4933, -3.8650], [1.1153, 3.5017, -3.4584], [-2.9217, 2.7971, 1.1982], [1.1838, -3.8806, 0.7358], [2.6736, -4.4576, 2.1576], [2.2197, -5.7780, 4.1257], [-0.2825, -2.0863, 2.0296], [3.4900, 1.7160, 3.6043]],
  "atomic_forces_ev_per_a": [[-0.3044, 0.0688, -0.1788], [-0.0315, -0.0222, -0.0406], [0.0085, 0.0129, 0.0049], [0.0171, 0.0504, 0.0252], [0.0144, -0.0424, -0.0071], [-0.0467, 0.0627, 0.0094], [0.0400, 0.0316, -0.0090], [0.0766, -0.0145, -0.0309], [-0.0186, 0.0533, 0.0025], [0.0788, -0.0302, 0.0210], [0.2047, -0.5607, -0.1675], [-0.3353, -0.3620, -0.2089], [0.0243, -0.0331, -0.0091], [-0.3466, 0.1970, -0.0958], [0.0629, -0.0390, -0.0227], [0.0274, -0.0496, 0.0180], [-0.0233, -0.0066, -0.0066], [-0.1190, 0.0272, -0.0863], [-0.0224, 0.0474, 0.0017], [-0.0779, -0.0383, 0.0420], [0.0659, 0.0424, -0.0040], [0.0153, 0.0227, 0.0366], [-0.0141, -0.1055, 0.0627], [0.0031, -0.0211, -0.0846], [-0.0962, 0.0202, 0.0686], [-0.0403, -0.0008, 0.0860], [0.0190, 0.1530, -0.1455], [-0.0451, -0.0761, -0.0230], [-0.0282, 0.0406, -0.0462], [-0.0848, 0.1629, -0.2086], [-0.0501, 0.0381, 0.0295], [-0.0924, 0.1012, 0.0681], [-0.0152, -0.0297, 0.0059], [-0.0202, -0.0092, 0.0260], [-0.0277, 0.1162, 0.2142], [0.2480, -0.2584, 0.0662], [0.0455, 0.0731, -0.0597], [0.0283, -0.0076, -0.0247], [-0.0323, -0.0546, 0.0913], [0.1488, -0.3905, -0.2676], [0.1599, -0.0513, 0.0034], [0.0362, 0.0198, -0.0032], [-0.0011, -0.0120, -0.0871], [0.6682, 1.0153, -0.0087], [0.0231, 0.0071, -0.0030], [0.0172, -0.0116, -0.0436], [-0.0528, -0.0132, -0.0215], [-0.4185, -0.3762, 0.4496], [0.1005, -0.0072, -0.0274], [-0.0583, -0.1371, 0.1498], [-0.0435, -0.0926, 0.0096], [-0.0324, -0.0376, -0.0838], [0.1066, 0.0863, -0.0038], [-0.1011, 0.1566, -0.1161], [0.0827, -0.0822, 0.2790], [-0.0222, -0.0279, 0.0308], [-0.0103, -0.0215, 0.0012], [-0.0478, 0.0669, -0.0282], [0.0999, -0.1002, 0.0561], [0.1256, -0.2692, 0.1810], [-0.0915, 0.2277, -0.0475], [0.0149, 0.0076, -0.0020], [0.0005, 0.0527, 0.0100], [0.0302, 0.0899, 0.0208], [-0.0324, -0.0079, -0.0031], [-0.0428, -0.0265, 0.0339], [-0.1242, 0.0530, -0.0818], [0.0372, -0.0294, 0.0137], [0.0042, -0.0249, 0.0157], [0.0339, -0.0215, -0.0749], [0.0042, 0.0124, -0.0164], [0.0825, -0.0792, 0.0268], [0.0190, -0.0241, -0.0215], [-0.0465, 0.0406, -0.0186], [-0.0249, -0.0285, 0.0204], [0.0199, 0.0088, -0.0196], [-0.0013, 0.0061, 0.0113], [0.0365, -0.0211, 0.0662], [-0.0703, -0.0110, 0.0262], [0.0754, 0.0952, 0.0498], [-0.1094, -0.0839, 0.1381], [0.0644, -0.0195, -0.0970], [-0.0126, -0.0505, 0.0232], [-0.0917, -0.1004, 0.0678], [-0.0207, -0.0127, 0.0254], [0.0129, -0.0399, -0.0140], [0.2752, 0.0644, -0.1245], [0.0074, -0.0172, -0.0142], [-0.0155, 0.0046, 0.0031], [0.0478, 0.0458, -0.0965], [0.0302, -0.0030, -0.0243], [-0.0257, 0.0026, 0.0188], [0.0053, -0.0156, -0.0156], [0.0404, 0.0265, 0.0394], [-0.0108, 0.0988, -0.0654], [0.0009, -0.0023, -0.0077], [-0.0228, 0.0491, 0.0196], [0.0177, 0.0083, 0.0055], [0.0231, 0.0064, 0.0152], [-0.0789, 0.0460, 0.0398], [0.0500, 0.3910, 0.1673]],
  "lowdin_spin": [0.01, 0.00, 0.00, 0.00, 0.00, 0.00, 0.00, 0.01, 0.00, 0.00, 0.02, 0.02, 0.00, 0.03, 0.00, 0.00, 0.00, 0.00, 0.00, 0.00, 0.00, 0.00, 0.00, 0.00, 0.02, 0.00, 0.00, 0.01, 0.00, 0.01, 0.00, 0.00, 0.00, 0.00, 0.02, 0.00, 0.00, 0.00, 0.00, 0.01, 0.00, 0.00, 0.00, 2.68, 0.00, 0.00, 0.00, 0.02, 0.00, 0.00, 0.01, 0.00, 0.00, 0.03, 0.01, 0.00, 0.00, 0.00, 0.00, 0.03, 0.00, 0.00, 0.00, 0.00, 0.00, 0.00, 0.00, 0.01, 0.00, 0.00, 0.00, 0.00, 0.00, 0.00, 0.00, 0.00, 0.00, 0.00, 0.00, 0.01, 0.00, 0.00, 0.00, 0.00, 0.01, 0.00, 0.00, 0.00, 0.00, 0.03, 0.00, 0.00, 0.00, 0.00, 0.00, 0.00, 0.00, 0.00, 0.00, 0.00, 0.00],
  "multiplicity": 4,
  "charge": -1,
  "de_lowest_kcal_mol": 3.8,
  "orbital_gap_ev": [5.89, 6.86],
  "lumo_ev": [1.884, 1.813],
  "molar_mass_g_mol": 890.42,
  "fmax_ha_per_bohr": 0.024,
  "e_tot_ha": -6262.8121
}